Entry from OMol25: C20H42NP3SeTm as an isolated structure in a non-equilibrium geometry (ωB97M-V/def2-TZVPD).

Each line ends with the Löwdin spin population.
CARTESIAN COORDINATES (ANGSTROEM)
Tm -0.38549 -0.10485 -1.32867  2.03
P -3.08738 -0.17110 -0.95199  0.00
P 0.35581 -2.84689 -0.66354  0.00
P -0.10820 2.68326 -0.90519  0.00
H 4.79658 -0.92169 -1.61147  0.00
C 4.61532 0.04924 -1.14444  0.00
C 4.38280 0.15893 0.17314  0.00
H 4.42712 -0.71753 0.83674  0.00
C -4.04053 -0.24270 -2.52665  0.00
C -3.90161 -1.56161 -0.07100  0.00
C -3.98615 1.22583 -0.16223  0.00
C 2.06310 -3.36971 -0.53842  0.00
C -0.60432 -3.56242 0.67993  0.00
C -0.32307 -3.55978 -2.17929  0.00
C 1.62396 3.24753 -0.68243  0.00
C -0.92839 3.48643 0.53015  0.00
C -0.68288 3.73344 -2.29022  0.00
H 4.60568 0.92753 -1.79734  0.00
H 4.24689 1.13144 0.66467  0.00
H -5.10629 -0.34890 -2.29188  0.00
H -3.70797 -1.10128 -3.12085  0.00
H -3.87564 0.66828 -3.11376  0.00
H -4.98715 -1.50194 -0.22451  0.00
H -3.68392 -1.50290 1.00283  0.00
H -3.53731 -2.52017 -0.46056  0.00
H -5.06788 1.05078 -0.23792  0.00
H -3.73963 2.17015 -0.66347  0.00
H -3.70576 1.29693 0.89588  0.00
H 2.25139 -4.20176 -1.22755  0.00
H 2.27755 -3.68272 0.48818  0.00
H 2.72623 -2.53326 -0.79095  0.00
H -0.85611 -4.60025 0.43086  0.00
H -1.52116 -2.98478 0.84078  0.00
H -0.01443 -3.51876 1.60018  0.00
H 0.17641 -4.53083 -2.35341  0.00
H -0.18038 -2.93509 -3.07151  0.00
H -1.40075 -3.75195 -2.08964  0.00
H 1.80286 4.13055 -1.31074  0.00
H 2.31376 2.44473 -0.98205  0.00
H 1.81202 3.49841 0.36976  0.00
H -0.91839 4.57878 0.40536  0.00
H -0.40246 3.22302 1.45709  0.00
H -1.96732 3.13977 0.61060  0.00
H -0.11328 4.67247 -2.30734  0.00
H -1.75607 3.93688 -2.18005  0.00
H -0.52878 3.17508 -3.22782  0.00
C 0.69356 0.31421 -5.11282  0.00
C 1.99135 -0.00610 -4.64453  0.00
C 3.06337 -0.06354 -5.54505  0.00
C 2.87906 0.15916 -6.91707  0.00
C 1.57976 0.42394 -7.37921  0.00
C 0.49725 0.48322 -6.50727  0.00
Se -0.76591 0.58486 -3.91633  -0.02
H 0.44285 -1.48260 -0.07403  0.00
H 2.15527 -0.18420 -3.58038  0.00
H 4.06735 -0.28283 -5.18318  0.00
H 3.72312 0.11985 -7.61045  0.00
H 1.39700 0.59376 -8.43980  0.00
H -0.49291 0.68578 -6.91414  0.00
C -0.53132 -0.28118 4.48972  0.00
C 0.42587 0.38467 3.47217  0.00
C -0.03420 0.43189 2.08619  0.00
N -0.22276 0.32293 0.93268  0.00
H -1.54275 0.12140 4.38747  0.00
H -0.19086 -0.09957 5.51068  0.00
H -0.54563 -1.36162 4.32452  0.00
H 0.65691 1.42043 3.78167  0.00
H 1.39441 -0.14104 3.45388  0.00

Its multiplicity is 3. Its expectation value of S² is 2.005. As for the net charge: +3. The calculated total energy is -145626.891 eV. Its HOMO-LUMO gap (alpha / beta) is 4.4 / 4.4 eV. Its HOMO energy (alpha / beta) is -15.3 / -15.3 eV.